Entry 1:
Formula: C12H24BN3O9P2S
Source: OMol25
Level of theory: ωB97M-V with the def2-TZVPD basis set

Properties
Largest force on an atom = 5.76 eV Å⁻¹
E_HOMO = -9.27 eV
DFT total energy = -65822.931 eV
Orbital gap = 8.4609 eV

Element x y z (Å)
N (-5.909, 1.494, -1.360)
B (-4.886, 0.457, -1.603)
O (-5.133, -0.516, -2.533)
C (-3.563, 0.590, -0.711)
C (-3.150, -0.389, 0.252)
C (-2.056, -0.208, 1.044)
C (-1.314, 0.999, 0.909)
N (-0.214, 1.411, 1.576)
S (0.163, 2.865, 1.032)
N (-0.966, 3.094, -0.096)
C (-1.700, 1.975, -0.048)
C (-2.834, 1.735, -0.862)
H (-6.516, 1.150, -0.617)
H (-5.455, 2.305, -0.956)
H (-6.098, -0.540, -2.597)
H (-3.715, -1.303, 0.382)
H (-1.740, -0.946, 1.767)
H (-3.150, 2.488, -1.575)
C (1.268, -0.333, 3.574)
O (2.627, -0.783, 3.335)
P (3.831, 0.268, 3.649)
O (4.249, 0.816, 2.354)
O (4.841, -0.880, 4.209)
C (4.367, -2.033, 4.906)
O (4.304, 1.386, 4.723)
C (3.942, 1.216, 6.107)
H (0.593, -1.146, 3.318)
H (1.132, -0.082, 4.630)
H (1.044, 0.529, 2.953)
H (4.262, -2.867, 4.213)
H (3.411, -1.852, 5.397)
H (5.104, -2.291, 5.665)
H (4.644, 0.536, 6.591)
H (2.927, 0.832, 6.218)
H (3.999, 2.188, 6.588)
C (0.952, -1.235, -6.442)
O (-0.071, -1.667, -5.523)
P (0.323, -1.811, -3.937)
O (0.538, -3.249, -3.734)
O (-1.109, -1.242, -3.404)
C (-1.912, -0.294, -4.111)
O (1.074, -1.170, -2.653)
C (1.157, 0.247, -2.482)
H (0.510, -1.199, -7.434)
H (1.314, -0.239, -6.184)
H (1.784, -1.942, -6.445)
H (-2.679, -0.847, -4.655)
H (-1.335, 0.307, -4.813)
H (-2.402, 0.359, -3.393)
H (0.214, 0.599, -2.057)
H (1.377, 0.788, -3.402)
H (1.955, 0.432, -1.766)



Entry 2:
Formula: C12H24Br12
Source: OMol25
Level of theory: ωB97M-V with the def2-TZVPD basis set

Properties
SMILES = BrCCBr.BrCCBr.BrCCBr.BrCCBr.BrCCBr.BrCCBr
Largest force on an atom = 1.21 eV Å⁻¹
E_HOMO = -9.79 eV
DFT total energy = -853343.667 eV
Orbital gap = 10.1084 eV
Relative energy (zero: lowest compared OMol25 entry of this formula, charge and spin) = 15.92 kcal per mole

Element x y z (Å)
Br (-2.375, 3.010, 2.078)
C (-0.751, 3.630, 2.953)
C (0.415, 3.170, 2.173)
Br (2.065, 3.648, 3.108)
H (-0.796, 3.254, 3.968)
H (-0.825, 4.712, 2.986)
H (0.464, 3.656, 1.209)
H (0.489, 2.093, 2.105)
Br (-1.573, 7.451, -3.557)
C (-1.517, 5.805, -4.563)
C (-1.857, 4.667, -3.636)
Br (-1.686, 2.998, -4.599)
H (-0.533, 5.683, -5.002)
H (-2.257, 5.892, -5.347)
H (-2.914, 4.733, -3.385)
H (-1.299, 4.668, -2.709)
Br (-4.268, -5.337, -0.117)
C (-4.130, -4.900, -1.980)
C (-4.388, -3.418, -2.284)
Br (-3.201, -2.241, -1.309)
H (-4.846, -5.483, -2.553)
H (-3.121, -5.154, -2.292)
H (-5.380, -3.099, -1.996)
H (-4.153, -3.240, -3.328)
Br (6.816, 0.457, 3.864)
C (4.865, 0.298, 3.741)
C (4.342, 1.102, 2.568)
Br (3.987, -0.012, 1.040)
H (4.493, 0.646, 4.692)
H (4.726, -0.758, 3.570)
H (4.971, 1.933, 2.276)
H (3.389, 1.560, 2.846)
Br (3.136, -3.896, 0.687)
C (2.186, -5.633, 0.635)
C (0.730, -5.349, 0.374)
Br (-0.279, -7.018, 0.501)
H (2.386, -6.060, 1.603)
H (2.630, -6.142, -0.208)
H (0.548, -4.922, -0.606)
H (0.274, -4.684, 1.099)
Br (0.387, -1.634, 1.056)
C (0.579, 0.020, 0.041)
C (-0.776, 0.589, -0.192)
Br (-0.601, 2.265, -1.132)
H (1.084, -0.286, -0.869)
H (1.265, 0.645, 0.597)
H (-1.326, 0.729, 0.732)
H (-1.373, -0.046, -0.838)



Entry 3:
Formula: C12H24Br12
Source: OMol25
Level of theory: ωB97M-V with the def2-TZVPD basis set

Properties
Expectation value of S² = 0.76
Largest force on an atom = 2.01 eV Å⁻¹
Charge = +1
E_HOMO (alpha / beta) = -12.33 / -12.33 eV
DFT total energy = -853333.146 eV
Orbital gap (alpha / beta) = 9.3437 / 2.7065 eV
Relative energy (zero: lowest compared OMol25 entry of this formula, charge and spin) = 8.86 kcal per mole
Multiplicity = 2

Element x y z (Å)
Br (-2.984, 0.397, 0.499)
C (-1.225, 0.238, -0.352)
C (-0.227, 1.062, 0.501)
Br (1.511, 0.954, -0.434)
H (-1.114, 0.756, -1.305)
H (-1.003, -0.804, -0.580)
H (-0.131, 0.666, 1.512)
H (-0.512, 2.113, 0.535)
Br (-3.998, 0.757, 6.261)
C (-2.285, 0.107, 5.604)
C (-2.325, -0.206, 4.137)
Br (-0.591, -0.852, 3.578)
H (-1.953, -0.695, 6.264)
H (-1.646, 0.990, 5.573)
H (-2.649, 0.658, 3.557)
H (-3.039, -1.020, 4.008)
Br (0.102, -3.193, -1.628)
C (1.277, -3.866, -3.037)
C (1.116, -5.343, -3.317)
Br (2.176, -5.567, -4.900)
H (2.292, -3.745, -2.658)
H (1.122, -3.315, -3.965)
H (0.099, -5.590, -3.621)
H (1.336, -5.908, -2.411)
Br (-1.337, -0.221, -3.804)
C (-2.017, -0.455, -5.666)
C (-1.357, -1.670, -6.417)
Br (-1.957, -1.615, -8.298)
H (-1.893, 0.436, -6.280)
H (-3.105, -0.483, -5.608)
H (-1.584, -2.645, -5.986)
H (-0.279, -1.536, -6.321)
Br (4.429, -1.770, -0.541)
C (3.664, -1.167, 1.133)
C (4.293, 0.168, 1.469)
Br (3.303, 0.996, 3.056)
H (3.807, -1.864, 1.958)
H (2.584, -1.085, 1.006)
H (4.405, 0.862, 0.636)
H (5.296, 0.047, 1.880)
Br (-1.567, 3.537, 3.789)
C (-0.113, 4.706, 3.097)
C (-0.719, 6.089, 2.826)
Br (0.722, 7.409, 2.540)
H (0.295, 4.250, 2.195)
H (0.583, 4.813, 3.930)
H (-1.365, 6.540, 3.579)
H (-1.436, 6.062, 2.005)